No. 1
The following is a DFT calculation (wB97M-V/def2-TZVPD) of a 7-piece molecular cluster, C27H54NO29S7 overall.

Output
Frontier orbital gap in eV: 9.7
Largest force on an atom in eV/A: 1.00
Charge: +1
2S+1: 1
E_LUMO in eV: -2.42

```
118
Properties=species:S:1:pos:R:3:forces:R:3
C 7.539 0.798 0.927 0.37 0.36 -0.16
C 6.843 0.530 -0.364 0.06 0.37 -0.93
O 7.291 0.789 -1.463 -0.26 -0.40 0.71
O 5.645 -0.062 -0.195 0.17 -0.37 0.24
C 5.289 -1.012 -1.216 -0.50 0.08 0.04
C 3.977 -1.680 -0.812 0.11 0.12 -0.38
C 2.725 -1.053 -1.453 -0.14 -0.24 0.19
C 1.880 -2.029 -2.279 0.12 0.07 0.03
C 1.402 -3.269 -1.519 -0.67 0.02 0.12
C 1.086 -4.375 -2.504 0.48 -0.08 0.28
N 0.648 -5.580 -1.724 -0.70 0.21 -0.53
C -0.694 -5.297 -1.141 -0.41 0.49 0.51
C -0.623 -4.150 -0.129 0.21 -0.30 -0.11
C -2.079 -3.865 0.335 0.20 0.14 0.13
C -2.537 -2.399 0.347 -0.58 -0.08 0.22
C -3.805 -2.204 -0.496 0.51 0.03 0.59
C -4.234 -0.736 -0.555 -0.21 -0.26 -0.64
S -3.390 -0.016 -1.932 0.42 -0.85 -0.14
O -1.982 0.050 -1.644 -0.32 0.25 -0.05
O -3.793 -0.682 -3.148 0.10 0.31 0.36
O -4.029 1.440 -1.993 0.22 0.07 -0.10
C 0.153 -2.945 -0.674 0.32 0.22 0.10
H 8.447 1.355 0.706 -0.02 0.04 0.10
H 6.917 1.374 1.607 -0.10 -0.12 0.08
H 7.820 -0.149 1.384 -0.14 -0.03 0.12
H 6.082 -1.755 -1.281 0.15 0.09 -0.05
H 5.174 -0.508 -2.174 0.20 0.00 -0.07
H 4.066 -2.718 -1.138 -0.05 -0.09 0.11
H 3.910 -1.669 0.275 0.03 -0.15 0.02
H 3.031 -0.244 -2.115 -0.10 0.15 0.05
H 2.073 -0.628 -0.689 0.10 0.18 0.02
H 2.425 -2.329 -3.179 0.15 -0.05 0.06
H 0.995 -1.491 -2.625 -0.02 -0.03 -0.13
H 2.164 -3.643 -0.827 0.26 0.01 -0.16
H 1.952 -4.653 -3.101 0.00 -0.03 -0.03
H 0.258 -4.104 -3.156 0.00 -0.05 -0.11
H 1.311 -5.794 -0.981 0.13 -0.07 -0.05
H 0.582 -6.395 -2.335 0.33 -0.30 0.05
H -1.104 -6.186 -0.665 0.17 -0.17 -0.10
H -1.352 -5.011 -1.961 0.08 -0.14 -0.16
H -0.062 -4.543 0.727 0.04 0.05 0.04
H -2.215 -4.283 1.332 0.06 -0.05 0.01
H -2.760 -4.441 -0.298 -0.03 0.04 -0.09
H -2.790 -2.114 1.369 0.12 0.09 0.03
H -1.783 -1.704 0.001 0.11 0.01 0.07
H -4.605 -2.777 -0.027 -0.12 -0.02 -0.20
H -3.620 -2.590 -1.499 -0.27 -0.05 -0.09
H -5.290 -0.666 -0.812 -0.02 0.16 0.16
H -4.023 -0.196 0.363 0.01 0.14 -0.04
H -4.095 1.608 -2.948 -0.21 0.22 0.00
H -0.487 -2.267 -1.239 -0.07 -0.18 -0.22
H 0.512 -2.361 0.177 -0.22 0.12 0.04
C -7.395 2.428 1.290 -0.23 -0.07 -0.16
C -8.486 1.862 2.182 0.00 0.25 0.14
O -7.983 0.564 2.563 0.05 0.04 -0.25
S -6.397 0.634 2.697 0.00 0.07 0.17
O -6.021 0.822 4.049 0.06 -0.09 0.06
O -5.841 -0.440 1.946 -0.04 -0.17 0.00
O -6.183 1.995 1.923 -0.02 0.08 -0.06
H -7.435 2.007 0.283 -0.03 -0.02 0.02
H -7.403 3.513 1.239 0.17 0.02 0.13
H -9.437 1.745 1.674 0.02 -0.19 0.00
H -8.618 2.461 3.084 0.02 0.02 -0.02
C 10.391 1.762 -3.490 -0.19 -0.16 -0.11
C 10.421 1.093 -2.132 0.06 0.19 0.20
O 11.314 -0.018 -2.318 -0.10 -0.04 -0.14
S 12.460 0.366 -3.363 -0.12 0.06 0.04
O 13.626 0.778 -2.669 0.07 0.01 -0.05
O 12.514 -0.649 -4.350 0.05 -0.07 0.02
O 11.746 1.667 -3.957 0.04 0.07 0.12
H 9.742 1.230 -4.186 -0.01 -0.01 0.02
H 10.100 2.807 -3.442 0.15 0.05 -0.03
H 9.445 0.733 -1.821 0.12 -0.11 -0.06
H 10.842 1.755 -1.370 0.00 0.01 -0.03
C -4.764 4.761 -2.279 0.01 -0.10 -0.26
C -3.455 5.523 -2.237 0.04 -0.03 0.31
O -3.833 6.863 -2.590 -0.05 -0.08 -0.11
S -5.299 7.188 -2.039 0.09 -0.06 -0.06
O -5.209 7.883 -0.807 -0.02 0.01 0.12
O -6.073 7.698 -3.109 0.00 0.07 -0.04
O -5.724 5.676 -1.735 0.11 -0.04 0.17
H -5.058 4.524 -3.305 0.03 0.01 0.00
H -4.742 3.856 -1.678 -0.10 0.08 0.16
H -2.723 5.155 -2.950 -0.03 0.15 -0.12
H -3.027 5.524 -1.234 -0.03 -0.02 0.01
C -2.395 6.220 3.314 0.16 -0.05 -0.25
C -2.895 6.808 2.012 -0.24 0.23 0.08
O -3.443 5.670 1.310 0.25 0.03 -0.04
S -4.081 4.651 2.354 0.11 0.02 0.09
O -5.483 4.866 2.439 -0.03 -0.11 0.00
O -3.561 3.360 2.070 -0.05 -0.02 -0.11
O -3.398 5.241 3.658 -0.14 0.14 0.00
H -1.443 5.712 3.185 0.04 -0.01 0.03
H -2.316 6.958 4.104 -0.15 -0.09 0.15
H -2.108 7.259 1.417 0.01 -0.15 -0.14
H -3.693 7.532 2.166 -0.06 0.04 0.01
C 1.484 5.872 8.008 -0.14 -0.09 0.25
C 1.189 4.602 7.235 0.25 -0.01 -0.13
O -0.063 4.880 6.587 -0.11 0.03 0.17
S -0.149 6.425 6.205 0.42 -0.16 0.22
O 0.251 6.600 4.853 -0.11 0.13 -0.11
O -1.382 6.936 6.677 -0.10 0.01 -0.17
O 1.053 6.920 7.125 0.03 -0.03 -0.06
H 0.903 5.930 8.930 0.00 -0.02 -0.01
H 2.539 6.000 8.230 0.02 0.13 -0.12
H 1.078 3.730 7.872 -0.18 0.00 -0.02
H 1.944 4.410 6.470 0.01 0.01 0.02
C -1.448 -10.391 -1.406 -0.18 -0.17 -0.14
C -0.272 -11.227 -1.871 0.09 -0.01 0.34
O 0.145 -10.578 -3.092 -0.01 0.08 -0.12
S -0.089 -9.025 -2.992 -0.40 -0.20 0.14
O 1.108 -8.348 -2.594 0.02 0.24 0.00
O -0.797 -8.566 -4.128 0.13 0.05 -0.09
O -1.047 -9.037 -1.718 0.14 -0.09 0.11
H -2.358 -10.618 -1.962 0.02 -0.01 -0.02
H -1.635 -10.477 -0.341 0.07 0.17 0.03
H -0.536 -12.257 -2.086 0.01 0.03 -0.21
H 0.556 -11.199 -1.162 -0.01 0.01 -0.01
```
Forces are in eV/Å.

***

No. 2
The following is a DFT calculation (wB97M-V/def2-TZVPD) of a 9-piece molecular cluster, C27H54O9 overall in a non-equilibrium geometry.

Output
SMILES: CC(C)=O.CC(C)=O.CC(C)=O.CC(C)=O.CC(C)=O.CC(C)=O.CC(C)=O.CC(C)=O.CC(C)=O
Frontier orbital gap in eV: 9.8
ΔE to the lowest compared entry with this formula, charge and spin in kJ/mol: 169.9
Largest force on an atom in eV/A: 2.81
2S+1: 1
E_LUMO in eV: 0.60

```
90
Properties=species:S:1:pos:R:3:forces:R:3
C 13.111 15.058 8.611 -0.03 1.16 0.87
C 12.056 15.340 7.625 1.03 -0.74 -2.44
O 10.881 15.333 7.820 -1.51 0.33 1.31
C 12.463 15.386 6.128 0.61 2.24 1.58
H 13.628 14.188 8.290 0.45 -0.99 0.01
H 12.735 15.022 9.617 -0.41 -0.61 0.40
H 13.835 15.853 8.667 0.47 0.47 -0.46
H 11.517 15.490 5.679 -0.95 -0.30 -1.14
H 13.025 14.531 5.851 0.46 -0.82 -0.41
H 13.025 16.320 5.876 -0.11 -0.80 0.31
C 9.069 13.191 16.838 -0.79 0.44 -0.21
C 8.998 11.667 16.938 -1.23 1.92 -0.34
O 7.964 11.189 16.562 -0.69 -1.35 0.03
C 10.235 10.983 17.239 2.11 -0.55 0.55
H 8.018 13.562 16.783 0.82 -0.34 -0.23
H 9.622 13.454 15.926 -0.20 -0.03 0.03
H 9.530 13.746 17.637 0.48 -0.15 0.55
H 10.328 9.937 17.495 -1.02 -0.34 0.12
H 10.833 11.522 17.982 -0.04 0.14 -0.32
H 10.738 11.036 16.279 0.64 0.28 -0.30
C 14.296 9.321 10.171 0.83 0.35 0.27
C 13.327 9.803 9.128 0.31 -1.24 0.74
O 13.140 10.976 8.936 -0.27 0.53 -0.67
C 12.572 8.671 8.436 1.08 1.87 -0.46
H 14.269 9.875 11.118 -0.32 -0.07 -0.28
H 15.335 9.423 9.830 -0.20 0.06 -0.25
H 14.129 8.277 10.340 -0.03 -0.56 0.41
H 12.003 9.197 7.676 -0.31 -0.68 -0.34
H 11.958 8.212 9.170 -0.82 -0.45 0.54
H 13.277 7.922 8.068 -0.14 0.14 -0.20
C 13.006 15.758 14.229 0.69 0.64 -0.30
C 12.918 16.769 15.372 -0.92 -0.49 1.10
O 13.799 17.537 15.702 -0.47 -0.59 -0.75
C 11.613 16.652 16.204 1.79 1.88 0.46
H 13.890 16.073 13.684 0.29 -0.36 -0.22
H 12.160 15.799 13.525 0.06 -0.06 0.63
H 13.137 14.721 14.596 -0.20 0.56 -0.07
H 11.538 17.597 16.831 0.13 -1.51 -0.33
H 11.687 15.710 16.752 -0.26 0.25 0.20
H 10.797 16.642 15.536 -1.08 -0.37 -0.72
C 7.549 15.862 14.328 0.74 0.17 -0.50
C 8.602 15.308 13.347 0.11 -1.05 -0.03
O 9.791 15.254 13.626 -1.30 0.35 -0.29
C 8.055 14.693 12.032 0.27 0.65 0.80
H 6.602 16.054 13.810 0.28 0.23 0.24
H 7.988 16.742 14.824 -0.40 -0.10 -0.30
H 7.357 15.146 15.125 0.08 -0.29 -0.09
H 8.871 14.337 11.402 -0.18 -0.21 0.26
H 7.504 15.450 11.486 -0.05 0.41 -0.17
H 7.289 13.941 12.253 0.41 -0.19 0.05
C 11.634 7.953 14.978 0.25 -0.49 -1.38
C 13.017 8.288 14.393 -0.28 -0.03 1.98
O 13.155 8.310 13.216 0.22 -0.21 -2.13
C 14.180 8.699 15.276 -0.50 -0.75 0.23
H 11.236 7.088 14.378 0.18 1.01 0.49
H 11.073 8.875 14.750 -0.18 -0.45 0.28
H 11.575 7.692 16.022 0.20 0.17 0.36
H 13.864 8.751 16.303 -0.05 0.25 0.50
H 14.518 9.663 14.926 0.36 0.12 -0.04
H 14.962 7.925 15.237 -0.11 0.40 -0.27
C 8.367 13.450 8.281 0.36 1.03 1.40
C 8.619 12.049 8.723 -0.94 -0.08 0.22
O 8.033 11.519 9.655 0.39 0.31 -0.30
C 9.580 11.329 7.882 1.13 -0.77 -1.14
H 8.914 13.683 7.392 0.36 0.34 -0.34
H 8.623 14.171 9.093 0.17 -0.52 -0.60
H 7.333 13.641 8.121 -1.07 -0.18 -0.23
H 9.619 11.642 6.829 -0.65 -0.06 0.22
H 9.492 10.257 7.949 -0.18 -0.36 0.05
H 10.605 11.542 8.148 0.50 0.27 0.70
C 11.968 12.487 11.408 -0.70 0.91 0.83
C 11.613 11.356 12.360 0.08 0.87 1.23
O 11.782 11.481 13.573 0.09 0.18 -0.94
C 11.043 10.090 11.869 -0.76 -0.82 -0.97
H 12.542 13.225 12.021 -0.35 -0.50 -0.80
H 11.012 12.976 11.082 0.53 -0.32 0.46
H 12.435 12.211 10.468 0.35 -0.27 0.24
H 11.920 9.510 11.515 -0.71 -0.01 0.06
H 10.281 10.203 11.052 0.88 0.06 0.50
H 10.560 9.565 12.709 0.36 0.11 -0.41
C 8.181 8.197 10.613 0.65 -0.22 0.53
C 8.421 8.057 9.142 0.56 -1.32 -1.00
O 9.549 7.833 8.684 -2.04 0.59 0.64
C 7.161 8.161 8.272 -0.02 -0.29 -0.48
H 7.260 7.748 10.970 -0.17 -0.35 -0.29
H 8.041 9.253 10.836 0.34 0.27 0.07
H 9.036 7.749 11.158 -0.45 0.56 -0.21
H 6.940 9.210 8.172 -0.10 0.66 -0.01
H 6.245 7.712 8.665 0.36 0.02 0.67
H 7.199 7.749 7.259 0.79 0.09 0.16
```
Forces are in eV/Å.

***

- Which formula does entry 2 have?
  C27H54O9

***

- Among the records above, which one has the highest frontier orbital gap?
  C27H54O9